The following is a quantum chemistry calculation of C20H60FeO20 as an isolated structure at a distorted geometry, from OMol25.

Properties
E_tot = -97030.1722 eV
Expectation value of S² = 6.005
Charge = +2
LUMO level (spin up / spin down) = -4.40 / -4.47 eV
Multiplicity = 5

Geometry (Å):
Fe (0.25, -0.57, 0.24)
O (-0.82, 4.10, -1.23)
O (1.24, -6.77, -2.82)
O (-0.73, 2.77, 4.24)
O (2.15, 0.34, 0.84)
O (0.38, -2.14, 1.62)
O (-3.95, -3.60, -2.75)
O (2.31, -0.07, -6.95)
O (-1.59, -1.16, -0.64)
O (-0.15, 1.20, -0.80)
O (3.42, 0.29, 3.70)
O (3.60, 2.68, 1.94)
O (-0.78, 0.36, 2.12)
O (-6.27, 1.77, 2.27)
O (-3.61, -0.51, 1.82)
O (0.82, -0.47, -4.47)
O (1.47, -1.54, -1.12)
O (0.06, 5.13, 1.40)
O (-2.58, -4.27, -0.27)
O (1.67, -4.05, -2.31)
O (-2.13, 3.02, 1.83)
C (4.31, 1.46, 3.92)
C (-2.61, -4.14, -2.73)
C (0.98, 4.87, 0.33)
C (0.65, -1.56, 2.89)
C (-5.05, 1.34, 1.89)
C (3.89, 2.84, 3.40)
C (2.86, -1.27, -0.81)
C (0.27, 4.94, -1.02)
C (3.11, 0.13, -0.11)
C (1.67, 0.99, -6.20)
C (-0.48, -0.50, 3.25)
C (2.48, -6.33, -2.10)
C (-1.03, 0.95, -1.94)
C (-2.45, -5.00, -1.52)
C (-2.13, -0.06, -1.50)
C (1.65, 0.63, -4.77)
C (-2.47, 3.87, 2.84)
C (-2.12, 3.07, 4.21)
C (-4.63, 0.02, 2.69)
C (2.74, -4.82, -1.91)
H (-2.88, -4.68, 0.54)
H (1.35, -6.61, -3.76)
H (1.18, 1.48, -4.27)
H (-1.65, 4.56, -1.08)
H (-5.54, -0.54, 2.93)
H (4.79, 3.42, 3.54)
H (-0.10, 5.97, -1.08)
H (0.90, 5.00, -1.91)
H (0.71, 1.05, -6.72)
H (1.73, 5.66, 0.40)
H (0.69, -3.04, 1.76)
H (4.66, 1.39, 4.95)
H (3.92, -0.51, 3.85)
H (2.61, 0.59, -4.25)
H (0.72, -2.36, 3.63)
H (-1.08, 1.14, 2.60)
H (2.38, -6.78, -1.12)
H (0.96, -4.67, -2.51)
H (2.08, 1.99, -6.31)
H (5.15, 1.22, 3.28)
H (3.35, -1.33, -1.79)
H (0.13, 4.47, 2.09)
H (-5.02, 1.18, 0.81)
H (-0.42, 0.43, -2.69)
H (-6.22, 2.00, 3.20)
H (3.83, 3.57, 1.68)
H (-1.35, 1.87, -2.44)
H (4.08, -0.08, 0.35)
H (-4.14, -3.19, -3.60)
H (-2.65, -0.56, -2.32)
H (-1.81, -3.40, -2.77)
H (-4.30, 0.51, 3.61)
H (-1.48, -5.51, -1.54)
H (1.54, -2.06, -1.93)
H (-4.30, 2.13, 1.90)
H (-2.46, -4.61, -3.70)
H (-2.43, 3.82, 4.93)
H (-1.97, 3.55, 1.05)
H (-3.92, -0.92, 1.01)
H (3.59, -4.60, -2.55)
H (-2.20, -1.89, -0.73)
H (-0.32, 2.28, 4.95)
H (-3.47, 4.27, 2.69)
H (3.36, -6.71, -2.62)
H (3.26, 0.07, -6.87)
H (2.93, -4.45, -0.90)
H (3.11, 3.30, 4.01)
H (-0.45, 2.08, -0.59)
H (1.67, -1.23, 2.71)
H (-2.98, 0.36, -0.95)
H (-1.93, 4.81, 2.72)
H (-1.34, -1.13, 3.49)
H (3.15, 0.95, -0.82)
H (-3.27, -5.72, -1.59)
H (2.64, 0.70, 1.58)
H (-0.31, 0.11, 4.14)
H (3.17, -2.14, -0.24)
H (1.52, 3.94, 0.47)
H (1.14, -1.22, -4.97)
H (-2.71, 2.16, 4.25)